No. 1
{"formula": "C2H6N4", "method": "the ωB97M-V functional and the def2-TZVPD basis", "symbols": ["C", "C", "N", "N", "N", "N", "H", "H", "H", "H", "H", "H"], "coordinates": [[-0.862, 0.965, 1.454], [-0.091, 0.050, 0.680], [-1.450, 1.788, 1.970], [-0.615, -1.292, 0.760], [-0.540, 0.790, -1.034], [1.288, -0.008, 0.893], [-1.220, -1.661, 0.060], [0.144, -1.950, 0.873], [-0.892, 1.695, -0.755], [0.355, 0.936, -1.497], [1.785, -0.426, 0.143], [1.642, 0.810, 1.341]], "forces_ev_per_angstrom": [[0.74, 0.07, -0.05], [-0.77, -1.33, -3.96], [-0.90, 1.02, 0.86], [0.68, -0.01, 0.25], [0.44, -1.88, 2.69], [-0.96, 0.56, 1.13], [-0.64, 0.61, -0.63], [0.06, 0.14, 0.17], [0.02, 0.36, -0.10], [0.08, 0.09, 0.25], [0.55, 0.03, -0.40], [0.71, 0.35, -0.22]], "homo_lumo_gap_ha": 0.368, "max_force_ha_per_bohr": 0.0827, "lumo_energy_ev": 0.75, "de_lowest_kj_mol": 222.9, "spin_multiplicity": 1}

---

No. 2
{"formula": "C4H11N3O", "method": "the ωB97M-V functional and the def2-TZVPD basis", "symbols": ["C", "N", "N", "O", "N", "C", "H", "H", "H", "H", "H", "H", "H", "C", "C", "H", "H", "H", "H"], "coordinates": [[-0.729, -2.313, -0.152], [-0.658, -0.939, 0.260], [-1.101, -0.090, -0.563], [-1.337, -0.233, -1.772], [-1.035, 1.196, -0.128], [-1.082, 1.477, 1.284], [-1.176, -2.895, 0.677], [0.283, -2.700, -0.343], [-1.336, -2.445, -1.069], [-1.482, 1.834, -0.771], [-1.671, 2.376, 1.472], [-0.079, 1.626, 1.690], [-1.526, 0.596, 1.781], [2.218, -0.064, 0.064], [2.033, 0.876, -0.855], [1.923, 0.058, 1.080], [2.850, -0.907, -0.149], [1.490, 1.773, -0.653], [2.414, 0.773, -1.853]], "forces_ev_per_angstrom": [[-0.40, -0.58, -0.58], [-0.92, 0.38, 0.45], [1.84, -0.42, 0.00], [-0.68, -0.13, -0.17], [-0.38, 0.95, -0.08], [-0.08, -0.59, 0.45], [0.30, 0.25, -0.38], [-0.24, 0.11, 0.05], [0.34, 0.00, 0.45], [-0.06, -0.41, -0.08], [-0.02, -0.11, -0.12], [-0.04, -0.06, 0.02], [0.13, 0.58, 0.03], [0.71, 0.67, -0.63], [0.13, -0.51, 0.31], [-0.43, 0.02, 0.52], [-0.04, -0.42, -0.12], [-0.28, 0.40, 0.16], [0.12, -0.12, -0.31]], "homo_lumo_gap_ha": 0.376, "max_force_ha_per_bohr": 0.0368, "lumo_energy_ev": 0.97, "de_lowest_kj_mol": 515.4, "spin_multiplicity": 1, "smiles": "C/N=[N+](\\[O-])NC.C=C"}

---

No. 3
{"formula": "C5H8O2", "method": "the ωB97M-V functional and the def2-TZVPD basis", "symbols": ["C", "C", "O", "C", "C", "O", "C", "H", "H", "H", "H", "H", "H", "H", "H"], "coordinates": [[-1.442, 0.721, 0.556], [-0.042, 0.139, 0.431], [0.717, 0.312, 1.616], [0.175, -1.337, -0.031], [1.027, -0.798, -1.178], [0.165, 0.039, -1.953], [0.779, 0.584, -0.793], [-2.160, 0.219, -0.096], [-1.795, 0.637, 1.589], [-1.431, 1.777, 0.264], [0.741, 1.256, 1.819], [0.723, -1.901, 0.727], [-0.706, -1.890, -0.365], [1.877, -1.246, -1.683], [1.373, 1.488, -0.903]], "forces_ev_per_angstrom": [[-0.04, -0.06, 0.01], [-0.19, 0.01, -0.18], [0.06, 0.25, 0.09], [-0.07, -0.12, 0.02], [0.21, -0.36, -0.06], [-0.11, 0.01, -0.06], [0.13, 0.34, 0.12], [0.15, 0.03, 0.01], [0.04, -0.03, -0.17], [-0.03, -0.03, 0.15], [0.00, -0.14, 0.03], [-0.04, 0.11, -0.11], [0.08, 0.09, 0.10], [-0.14, 0.06, 0.05], [-0.06, -0.16, 0.02]], "homo_lumo_gap_ha": 0.394, "max_force_ha_per_bohr": 0.0082, "lumo_energy_ev": 0.91, "de_lowest_kj_mol": 224.5, "spin_multiplicity": 1, "smiles": "C[C@@]1(O)C[C@H]2O[C@H]21"}

---

No. 4
{"formula": "C2H2I2S2", "method": "the ωB97M-V functional and the def2-TZVPD basis", "symbols": ["S", "C", "C", "I", "H", "S", "I", "H"], "coordinates": [[-0.169, -2.241, 0.341], [-1.098, -0.789, 0.224], [-1.863, 0.148, 0.346], [-2.901, 1.896, 0.041], [-1.141, -2.929, 1.234], [2.371, 1.840, -1.435], [3.656, 0.886, 0.275], [1.145, 1.189, -1.025]], "forces_ev_per_angstrom": [[-2.14, -0.43, 1.43], [-0.33, -0.37, 0.68], [0.23, 0.77, -0.85], [0.56, -1.14, 0.32], [1.76, 1.19, -1.61], [-2.14, -0.83, 0.30], [0.34, -0.21, 0.39], [1.73, 1.01, -0.67]], "homo_lumo_gap_ha": 0.309, "max_force_ha_per_bohr": 0.0518, "lumo_energy_ev": -0.49, "de_lowest_kj_mol": 164.3, "spin_multiplicity": 1, "smiles": "SC#CI.SI"}

---

No. 5
{"formula": "C16H47N4O5", "method": "the ωB97M-V functional and the def2-TZVPD basis", "symbols": ["O", "H", "H", "H", "C", "C", "C", "O", "C", "N", "H", "H", "H", "H", "H", "H", "H", "H", "H", "H", "H", "C", "C", "C", "O", "C", "N", "H", "H", "H", "H", "H", "H", "H", "H", "H", "H", "H", "C", "C", "C", "O", "C", "N", "H", "H", "H", "H", "H", "H", "H", "H", "H", "H", "H", "C", "C", "C", "O", "C", "N", "H", "H", "H", "H", "H", "H", "H", "H", "H", "H", "H"], "coordinates": [[0.524, 0.506, -0.997], [0.658, -0.193, -1.808], [1.029, 1.390, -1.016], [0.741, 0.095, -0.221], [-0.305, 3.612, 0.321], [1.083, 3.818, -0.353], [2.261, 3.288, 0.494], [2.358, 1.880, 0.594], [3.039, 1.227, 1.589], [1.026, 3.083, -1.624], [-0.480, 2.586, 0.697], [-1.089, 3.795, -0.463], [-0.149, 4.124, 1.197], [1.077, 4.933, -0.468], [2.378, 3.635, 1.462], [3.196, 3.432, 0.013], [4.047, 1.166, 1.358], [2.701, 0.198, 1.417], [2.541, 1.773, 2.599], [1.801, 3.591, -2.042], [0.192, 3.517, -2.168], [1.813, -2.868, 1.050], [0.362, -2.480, 1.344], [-0.034, -2.959, 2.773], [0.176, -4.387, 2.680], [-0.036, -5.094, 3.859], [0.402, -0.961, 1.429], [2.588, -2.577, 1.626], [2.088, -2.622, -0.038], [1.820, -3.858, 1.231], [-0.385, -2.757, 0.587], [-1.103, -2.773, 3.110], [0.607, -2.643, 3.565], [0.519, -5.960, 3.501], [-1.134, -5.192, 4.005], [0.330, -4.663, 4.904], [0.942, -0.626, 2.249], [-0.617, -0.877, 1.614], [-2.948, -0.910, 0.450], [-2.702, 0.304, 1.180], [-3.912, 1.333, 1.394], [-4.552, 1.855, 0.148], [-5.574, 2.837, 0.489], [-1.982, 0.021, 2.447], [-3.560, -1.606, 1.157], [-2.210, -1.543, 0.126], [-3.278, -0.569, -0.574], [-1.996, 0.855, 0.485], [-3.620, 2.116, 2.022], [-4.509, 0.808, 2.088], [-5.163, 3.738, 1.092], [-6.472, 2.492, 0.989], [-5.970, 3.297, -0.327], [-1.823, 0.751, 2.877], [-2.523, -0.496, 3.153], [0.086, -0.286, -4.654], [0.622, -1.491, -3.985], [2.141, -1.345, -3.627], [2.247, -0.211, -2.768], [3.562, 0.185, -2.432], [0.032, -1.642, -2.699], [-0.820, -0.500, -5.206], [0.833, -0.062, -5.417], [-0.177, 0.532, -3.942], [0.501, -2.301, -4.528], [2.690, -0.976, -4.465], [2.733, -2.109, -3.454], [4.410, 0.279, -3.173], [3.810, -0.369, -1.509], [3.355, 1.293, -2.079], [0.594, -2.463, -2.354], [-0.792, -1.971, -2.976]], "forces_ev_per_angstrom": [[-0.88, 1.53, -4.58], [-0.37, 1.23, 1.31], [-0.42, -0.41, -0.95], [0.69, -2.67, 4.61], [0.86, -2.33, -1.87], [-2.24, -0.85, 1.60], [1.01, -1.13, -1.46], [-2.88, -0.37, -2.77], [-3.86, 0.89, 2.31], [-0.29, 2.47, -1.21], [0.31, 0.05, -0.58], [0.39, 0.60, 1.44], [-1.17, 2.12, 1.98], [0.91, -0.84, -0.06], [-0.42, 1.48, 2.02], [0.94, 1.62, -0.84], [2.51, 0.73, 0.60], [-0.10, 0.00, 0.97], [2.34, -2.01, -1.81], [0.37, -0.91, -1.20], [1.59, -1.30, 1.13], [-2.75, 0.48, -4.30], [2.19, 2.97, 2.41], [-1.19, -2.47, -1.43], [-0.07, 2.24, 0.00], [-0.25, 0.03, 1.23], [-1.45, -0.99, -0.93], [1.99, 2.13, 2.41], [-0.43, -0.48, 1.45], [0.39, -3.87, -0.31], [0.52, -0.15, 0.24], [0.96, 0.10, -0.72], [0.75, 0.94, 0.39], [-0.55, -0.94, 1.52], [0.54, -0.62, 0.00], [-0.04, -0.49, -2.34], [-0.78, -0.66, -0.53], [1.20, 1.61, 0.44], [-4.11, -1.16, -0.28], [1.87, 3.60, -0.09], [0.48, -1.60, -2.24], [-0.14, -0.23, 2.50], [1.99, 0.43, 2.74], [-3.52, -8.39, -4.55], [-0.04, 0.99, -1.92], [2.95, -1.04, 0.00], [-1.17, -0.78, 1.17], [-0.20, -0.13, 1.09], [1.17, 1.84, 0.46], [-2.06, -0.92, 0.19], [-0.25, -1.63, -0.58], [0.25, -0.84, 0.57], [-0.51, 0.86, -3.06], [2.60, 9.60, 5.10], [-0.22, -0.28, -0.89], [-0.25, 0.90, -0.72], [3.83, 3.82, 2.71], [-2.47, 5.42, -3.02], [0.16, -0.95, -0.44], [-0.40, 2.97, 2.04], [4.25, -0.47, 2.41], [-0.35, -0.20, -0.04], [-0.20, 0.90, 0.03], [0.72, -0.44, -0.67], [-0.50, -4.05, -2.95], [0.01, 0.17, -1.72], [2.11, -4.57, 2.37], [-1.36, -0.78, 0.25], [0.66, 0.12, -0.57], [0.81, -2.01, -0.52], [-1.35, 0.83, 0.44], [-5.07, -1.70, 0.02]], "homo_lumo_gap_ha": 0.364, "max_force_ha_per_bohr": 0.2173, "lumo_energy_ev": -1.77, "total_charge": 1, "de_lowest_kj_mol": 871.2, "spin_multiplicity": 1}